141
Properties=species:S:1:pos:R:3:mulliken_charge:R:1 method="wB97M-V/def2-TZVPD" charge=+2 gap_ev="3.930 / 2.534" fmax_ev_per_a=5.7 spin_multiplicity=2 total_energy_ha=-7128.454210
O 1.585 -6.037 0.921 -0.52
V 2.859 -5.090 0.801 1.47
O 4.173 -5.907 0.364 -0.43
O 3.841 -1.240 2.700 -0.55
V 2.294 -1.283 3.090 1.24
O 1.925 -0.056 4.126 -0.47
O -3.705 -1.252 -3.810 -0.41
V -3.249 -2.347 -2.796 1.17
O -4.429 -3.193 -2.197 -0.59
C -0.519 -0.326 -0.150 0.32
C 0.526 -0.851 0.501 0.44
C 0.883 -2.326 0.444 1.63
O 1.777 -2.899 1.192 -0.90
C 0.211 -3.194 -0.313 -0.50
C -0.885 -2.726 -1.106 -0.06
C -1.412 -1.228 -0.881 0.65
O -2.540 -0.932 -1.242 -0.38
O -1.542 -3.381 -1.875 -0.82
O 1.180 0.034 1.228 0.04
H -0.792 0.719 -0.149 0.52
H 0.504 -4.223 -0.464 0.32
F 6.981 3.335 2.886 -0.30
C 5.748 3.163 3.369 -0.06
C 5.432 3.448 4.714 -0.72
C 4.109 3.167 5.109 -0.56
C 3.134 2.785 4.264 -0.72
C 3.435 2.567 2.915 0.57
C 4.735 2.769 2.459 -0.42
H 6.195 3.961 5.282 0.44
H 3.777 3.277 6.131 0.41
H 2.110 2.685 4.594 0.26
H 2.584 2.358 2.284 0.37
H 5.096 2.690 1.444 0.59
F -0.632 3.910 -1.662 0.09
C 0.734 4.079 -1.392 -0.12
C 1.485 2.972 -0.946 0.58
C 2.851 3.071 -0.574 -0.58
C 3.414 4.332 -0.582 -0.43
C 2.660 5.451 -0.970 -0.70
C 1.344 5.326 -1.380 -0.87
H 1.106 1.961 -0.988 0.48
H 3.484 2.199 -0.507 0.16
H 4.441 4.408 -0.258 0.43
H 3.232 6.365 -1.034 0.42
H 0.745 6.166 -1.702 0.52
F 0.191 -1.935 3.504 -0.21
C -0.811 -1.359 4.227 0.38
C -0.634 -0.978 5.522 -0.30
C -1.621 -0.360 6.221 -0.79
C -2.876 -0.248 5.677 -0.45
C -3.171 -0.835 4.432 -0.96
C -2.141 -1.333 3.715 0.17
H 0.341 -1.075 5.975 0.36
H -1.454 0.049 7.207 0.45
H -3.700 0.194 6.217 0.45
H -4.179 -0.695 4.070 0.40
H -2.412 -1.619 2.709 0.52
F 2.813 -4.680 -1.692 0.34
C 2.884 -4.487 -3.024 -0.70
C 3.468 -5.394 -3.892 -0.43
C 3.547 -5.196 -5.295 -0.74
C 2.898 -4.094 -5.846 -0.50
C 2.231 -3.225 -5.004 -0.60
C 2.261 -3.388 -3.618 0.65
H 3.988 -6.211 -3.414 0.44
H 4.053 -5.886 -5.954 0.41
H 2.873 -4.021 -6.924 0.44
H 1.780 -2.323 -5.389 0.40
H 1.824 -2.632 -2.982 0.41
F -0.617 3.488 5.943 -0.38
C -0.721 3.753 4.594 0.49
C -0.444 2.757 3.686 -0.20
C -0.723 3.054 2.351 0.41
C -1.248 4.292 1.882 -0.61
C -1.402 5.234 2.836 -0.64
C -1.148 4.989 4.162 -1.02
H -0.073 1.794 4.002 0.70
H -0.542 2.371 1.534 -0.03
H -1.421 4.445 0.827 0.37
H -1.793 6.185 2.507 0.43
H -1.293 5.706 4.957 0.45
F -4.015 -5.741 -0.984 -0.23
C -3.797 -6.517 0.113 0.14
C -2.488 -6.712 0.532 -0.01
C -2.255 -7.538 1.611 -0.66
C -3.318 -8.090 2.284 -0.36
C -4.671 -7.917 1.876 -0.58
C -4.883 -7.010 0.825 -0.39
H -1.651 -6.240 0.038 0.49
H -1.247 -7.790 1.907 0.40
H -3.165 -8.767 3.111 0.36
H -5.490 -8.424 2.364 0.40
H -5.888 -6.787 0.498 0.43
F -1.037 -1.366 -4.213 -0.22
C -0.221 -0.399 -4.705 -0.10
C 0.006 -0.303 -6.092 -0.62
C 0.792 0.721 -6.628 -0.47
C 1.401 1.658 -5.790 -1.05
C 1.044 1.598 -4.400 -0.50
C 0.331 0.516 -3.870 0.94
H -0.397 -1.133 -6.652 0.46
H 0.994 0.725 -7.689 0.43
H 1.791 2.574 -6.208 0.43
H 1.275 2.452 -3.780 0.28
H 0.115 0.308 -2.833 0.30
F 2.793 -1.051 -1.651 0.43
C 4.093 -0.641 -1.574 0.34
C 4.844 -0.485 -2.734 -0.48
C 6.191 -0.109 -2.726 -0.73
C 6.786 0.138 -1.488 -0.67
C 6.031 0.085 -0.324 -0.69
C 4.662 -0.218 -0.403 -0.35
H 4.384 -0.820 -3.653 0.49
H 6.779 0.001 -3.626 0.47
H 7.792 0.527 -1.446 0.39
H 6.464 0.314 0.638 0.53
H 4.068 -0.184 0.498 0.30
F -3.802 4.005 -0.686 -0.19
C -3.945 3.571 -1.986 -0.38
C -4.761 4.271 -2.838 -0.56
C -4.926 3.827 -4.138 -0.55
C -4.244 2.689 -4.575 -0.91
C -3.363 2.001 -3.744 -0.42
C -3.160 2.528 -2.464 0.78
H -5.310 5.124 -2.469 0.46
H -5.642 4.286 -4.804 0.39
H -4.499 2.245 -5.527 0.44
H -2.938 1.078 -4.110 0.32
H -2.441 2.090 -1.786 0.57
F -7.341 1.068 3.453 -0.34
C -6.186 1.239 2.855 0.16
C -5.926 0.750 1.581 -0.70
C -4.689 1.088 0.954 -0.67
C -3.841 2.001 1.604 0.75
C -4.145 2.517 2.873 -0.47
C -5.324 2.106 3.478 -0.51
H -6.710 0.166 1.124 0.49
H -4.450 0.637 0.003 0.66
H -3.020 2.397 1.026 -0.08
H -3.570 3.281 3.375 0.26
H -5.495 2.617 4.414 0.47